No. 1
A structure of composition C15H20Cl2MgN2O7PS2. Source: the Open Molecules 2025 dataset; level of theory: ωB97M-V/def2-TZVPD.

The geometry in XYZ format:
```
50
Properties=species:S:1:pos:R:3:mulliken_charge:R:1
Mg -0.907 -0.284 0.726 0.8148
Cl 1.763 1.331 -0.457 -0.1288
C 1.778 0.224 -1.835 -0.0989
Cl 0.936 0.903 -3.242 -0.1927
H 1.278 -0.687 -1.521 0.0429
H 2.810 0.043 -2.114 0.4153
O 3.943 -1.916 3.884 -0.6140
C 3.009 -1.541 3.219 0.4157
C 2.027 -0.437 3.576 0.1560
O 2.111 0.329 4.520 -0.7066
C 1.014 -0.480 2.534 0.6740
C 1.342 -1.404 1.529 0.9136
O 0.624 -1.536 0.468 -0.9625
C 2.598 -2.085 1.856 0.0950
O 3.222 -2.886 1.189 -0.6790
O -0.051 0.252 2.434 -0.9397
C -5.451 0.974 -1.599 -0.9384
C -5.656 0.531 -0.162 0.5347
C -6.855 -0.386 0.002 -1.3129
O -4.478 -0.058 0.410 -0.4052
P -3.531 -1.207 -0.170 1.0485
S -2.652 -2.034 1.391 -0.6352
S -2.249 -0.470 -1.514 -0.4979
O -4.633 -2.150 -0.856 -0.3561
C -4.411 -3.239 -1.784 0.5380
C -3.158 -4.040 -1.488 -1.4572
C -4.457 -2.713 -3.207 -1.1622
H -6.379 1.408 -1.978 0.4461
H -5.182 0.128 -2.230 0.1123
H -4.658 1.717 -1.672 0.1468
H -5.805 1.412 0.468 0.3427
H -6.837 -1.199 -0.724 0.1644
H -7.768 0.196 -0.141 0.4767
H -6.869 -0.816 1.003 0.3279
H -5.283 -3.877 -1.614 0.2076
H -2.259 -3.439 -1.633 0.3064
H -3.119 -4.892 -2.169 0.4702
H -3.159 -4.408 -0.464 0.3263
H -3.602 -2.068 -3.405 0.1856
H -5.373 -2.144 -3.374 0.2884
H -4.437 -3.550 -3.906 0.4687
N -1.093 2.532 1.770 0.1483
C -1.409 3.828 1.692 -0.1585
C -1.988 4.033 0.454 -0.9824
C -1.967 2.772 -0.155 -0.4770
N -1.417 1.874 0.650 0.0220
H -0.595 1.981 2.477 0.2467
H -1.205 4.504 2.505 0.4652
H -2.366 4.957 0.054 0.3873
H -2.306 2.467 -1.131 0.5170
```

Properties
- E_LUMO: 0.0908 Eh
- Spin multiplicity: 1
- Total charge: -1
- Frontier orbital gap: 7.01 eV
- HOMO: -0.167 hartree

=====

No. 2
An isolated molecule of C15H20ClNO2. Source: the Open Molecules 2025 dataset; level of theory: ωB97M-V/def2-TZVPD.

The geometry in XYZ format:
```
39
Properties=species:S:1:pos:R:3:mulliken_charge:R:1
O -5.816 -1.051 0.472 -0.6086
C -4.756 -0.587 0.139 0.0252
O -4.206 -0.890 -1.043 -0.4102
C -3.946 0.353 1.003 0.8523
C -3.566 1.661 0.295 -1.2277
C -2.433 1.497 -0.714 -0.8498
C -1.210 0.862 -0.057 0.6463
C -0.061 0.719 -1.056 -1.5245
N 1.118 0.183 -0.403 0.0164
C 2.243 0.020 -1.311 -1.0814
C 3.454 -0.445 -0.553 0.3959
C 3.839 -1.780 -0.569 -0.3893
C 4.944 -2.218 0.138 -0.6625
C 5.689 -1.321 0.884 -0.3678
C 5.323 0.013 0.923 -0.5911
C 4.213 0.436 0.211 0.5059
Cl 3.783 2.115 0.285 -0.2191
C -1.598 -0.499 0.517 -0.6645
C -2.697 -0.350 1.561 -1.2129
H -4.784 -1.502 -1.526 0.3348
H -4.607 0.594 1.844 0.3855
H -4.447 2.076 -0.199 0.3842
H -3.252 2.371 1.065 0.4446
H -2.761 0.867 -1.541 0.2693
H -2.175 2.478 -1.119 0.4170
H -0.873 1.507 0.764 0.2684
H -0.349 0.018 -1.846 0.3852
H 0.136 1.697 -1.533 0.4579
H 1.390 0.802 0.356 0.2730
H 1.960 -0.731 -2.054 0.4442
H 2.484 0.956 -1.848 0.3536
H 3.257 -2.480 -1.149 0.3608
H 5.224 -3.260 0.108 0.3754
H 6.553 -1.654 1.438 0.3665
H 5.892 0.724 1.502 0.4121
H -0.720 -0.966 0.965 0.4148
H -1.942 -1.139 -0.297 0.1947
H -2.979 -1.327 1.958 0.3702
H -2.321 0.251 2.392 0.4551
```

Properties
- E_LUMO: 0.0263 Eh
- Spin multiplicity: 1
- Total charge: 0
- SMILES string: O=C(O)[C@H]1CC[C@@H](CNCc2ccccc2Cl)CC1
- Frontier orbital gap: 9.66 eV
- HOMO: -0.329 hartree

=====

No. 3
A structure of composition C15H20HoN3O3S2 in a non-equilibrium geometry. Source: the Open Molecules 2025 dataset; level of theory: ωB97M-V/def2-TZVPD.

The geometry in XYZ format:
```
44
Properties=species:S:1:pos:R:3:mulliken_charge:R:1
Ho -0.769 0.488 -1.198 1.3737
C -3.077 1.118 3.615 -0.8305
N -2.424 -0.071 3.104 0.1311
C -2.640 -1.348 3.561 -0.5222
C -1.840 -2.174 2.867 -0.4291
N -1.109 -1.399 1.966 0.2887
C -1.509 -0.093 2.122 0.1578
S -1.002 1.335 1.341 -0.4400
C -0.094 -1.964 1.160 0.7702
C 0.470 -3.178 1.553 -0.8301
C 1.356 -3.816 0.708 -0.5476
C 1.683 -3.221 -0.505 -0.9352
C 1.151 -1.980 -0.775 -0.0237
N 0.283 -1.342 0.037 0.0623
H -3.650 0.844 4.497 0.3142
H -3.746 1.542 2.867 0.3326
H -2.336 1.867 3.886 0.3646
H -3.353 -1.574 4.333 0.4556
H -1.780 -3.242 2.906 0.4870
H 0.233 -3.614 2.510 0.4864
H 1.788 -4.764 0.995 0.4514
H 2.344 -3.706 -1.206 0.4397
H 1.428 -1.450 -1.686 0.4321
O 0.828 1.628 -2.033 -0.4581
S 2.109 2.436 -2.335 0.2262
C 1.908 3.943 -1.315 -0.4931
C 2.705 3.752 -0.021 -0.7445
C 2.832 2.249 0.200 -0.0100
C 3.293 1.718 -1.147 -0.6402
H 0.834 4.033 -1.142 0.2830
H 2.245 4.796 -1.901 0.4196
H 2.227 4.261 0.815 0.3714
H 3.704 4.173 -0.137 0.3538
H 1.860 1.811 0.458 -0.2068
H 3.535 2.009 0.996 0.4335
H 3.278 0.635 -1.259 0.3081
H 4.279 2.104 -1.407 0.4483
C -2.563 -1.262 -4.916 -0.5597
O -2.729 -1.360 -3.496 -0.2297
C -1.973 -0.637 -2.735 0.1032
O -2.172 -0.791 -1.478 -0.4376
H -3.557 -1.243 -5.355 0.2587
H -2.043 -2.150 -5.269 0.2643
H -2.007 -0.363 -5.183 0.3203
```

Properties
- E_LUMO (spin up / spin down): -0.2214 / -0.2211 Eh
- Spin multiplicity: 5
- Total charge: +2
- Expectation value of S²: 6.004
- Frontier orbital gap (spin up / spin down): 8.60 / 8.60 eV
- HOMO (spin up / spin down): -0.537 / -0.537 hartree

=====

No. 4
A structure of composition C15H20N2O2Re in a non-equilibrium geometry. Source: the Open Molecules 2025 dataset; level of theory: ωB97M-V/def2-TZVPD.

The geometry in XYZ format:
```
40
Properties=species:S:1:pos:R:3:mulliken_charge:R:1
C 0.075 3.836 1.970 -0.4028
C 1.313 3.376 2.733 -0.9316
H 0.328 4.295 1.009 0.2869
H -0.553 4.514 2.563 0.3482
H -0.556 2.975 1.769 -0.1636
H 1.802 2.538 2.243 0.1167
H 2.039 4.182 2.844 0.3588
H 1.051 3.022 3.728 0.3339
C -1.307 0.043 -2.502 -0.1568
C -1.724 -0.619 -3.653 -0.7183
C -1.074 -1.789 -4.052 -0.4368
C -0.056 -2.290 -3.251 -0.6656
H -1.737 0.988 -2.194 0.6048
H -2.549 -0.199 -4.222 0.4125
H -1.365 -2.334 -4.952 0.4744
H 0.426 -3.242 -3.447 0.2999
N -0.402 -0.517 -1.669 -0.3142
C 0.301 -1.615 -2.063 0.7713
C 1.281 -2.125 -1.135 0.8416
N 1.336 -1.504 0.082 -0.3349
C 2.163 -2.019 1.036 -0.0176
C 2.874 -3.817 -0.416 -0.4471
C 2.940 -3.155 0.811 -0.7604
H 2.190 -1.500 1.988 0.4949
H 3.584 -3.521 1.608 0.4155
C 2.014 -3.308 -1.372 -0.5795
H 1.788 -3.818 -2.314 0.3237
H 3.428 -4.732 -0.638 0.4756
Re -0.020 0.205 0.396 1.3422
C 0.649 0.381 2.292 -1.7415
H 1.747 0.485 2.391 0.4503
H 0.361 -0.618 2.663 0.6372
H 0.186 1.138 2.942 0.4993
C -3.799 1.641 -0.037 -0.7417
O -2.504 1.078 -0.172 -0.1839
C -1.725 1.101 1.006 0.5401
O -2.117 1.598 2.063 -0.3831
H -3.731 2.686 0.307 0.3550
H -4.395 1.049 0.672 0.3289
H -4.259 1.589 -1.026 0.2679
```

Properties
- E_LUMO (spin up / spin down): -0.4128 / -0.3571 Eh
- Spin multiplicity: 4
- Total charge: +2
- Expectation value of S²: 4.079
- Frontier orbital gap (spin up / spin down): 5.10 / 6.62 eV
- HOMO (spin up / spin down): -0.600 / -0.601 hartree

=====

No. 5
An isolated molecule of C15H20N2O3. Source: the Open Molecules 2025 dataset; level of theory: ωB97M-V/def2-TZVPD.

The geometry in XYZ format:
```
40
Properties=species:S:1:pos:R:3:mulliken_charge:R:1
C -3.466 -0.050 -5.536 -0.6861
O -3.430 1.312 -5.177 -0.3666
C -2.417 1.651 -4.268 -0.3513
C -2.682 1.146 -2.837 -0.7816
N -1.737 1.702 -1.899 -0.0847
C -0.675 1.001 -1.442 0.2391
O -0.460 -0.150 -1.749 -0.6841
C 0.224 1.806 -0.495 0.1155
C -0.520 2.228 0.771 -0.9158
C -0.204 1.128 1.782 0.5068
O -0.796 0.964 2.823 -0.6715
N 0.854 0.420 1.310 0.1233
C 1.459 -0.683 1.931 0.7440
C 2.746 -1.072 1.569 -0.1854
C 3.342 -2.167 2.168 -0.9763
C 2.682 -2.902 3.141 0.8465
C 3.321 -4.089 3.795 -1.3848
C 1.398 -2.506 3.499 -0.8502
C 0.788 -1.419 2.907 -0.5079
C 1.354 0.924 0.044 -1.2521
H -3.791 -0.684 -4.706 0.2888
H -2.483 -0.392 -5.881 0.3052
H -4.184 -0.130 -6.350 0.2447
H -1.442 1.272 -4.610 0.3317
H -2.389 2.746 -4.267 0.3034
H -2.565 0.061 -2.790 0.3605
H -3.699 1.417 -2.542 0.2823
H -1.817 2.683 -1.684 0.3131
H 0.615 2.662 -1.052 0.5252
H -0.141 3.173 1.168 0.3610
H -1.599 2.317 0.651 0.4058
H 3.298 -0.524 0.822 0.3740
H 4.341 -2.449 1.870 0.2741
H 3.406 -3.930 4.870 0.3256
H 4.315 -4.269 3.391 0.3313
H 2.715 -4.981 3.639 0.3241
H 0.862 -3.065 4.253 0.3702
H -0.206 -1.132 3.204 0.4200
H 2.272 1.505 0.193 0.4047
H 1.549 0.092 -0.639 0.5778
```

Properties
- E_LUMO: 0.0196 Eh
- Spin multiplicity: 1
- Total charge: 0
- SMILES string: COCCNC(=O)[C@H]1CC(=O)N(c2ccc(C)cc2)C1
- Frontier orbital gap: 8.73 eV
- HOMO: -0.301 hartree

=====

No. 6
A structure of composition C15H20N2O5PbS5. Source: the Open Molecules 2025 dataset; level of theory: ωB97M-V/def2-TZVPD.

The geometry in XYZ format:
```
48
Properties=species:S:1:pos:R:3:mulliken_charge:R:1
Pb -0.492 0.057 0.460 0.8481
C 2.079 -3.115 0.144 0.0991
C 2.631 -2.734 1.512 -0.9493
S 2.396 -1.008 2.045 0.0016
C 3.785 -0.105 1.281 -0.8260
C 3.798 0.031 -0.237 -0.7161
S 2.299 0.875 -0.907 0.1281
C 2.149 -0.121 -2.438 -0.1428
C 0.837 0.097 -3.181 -0.9906
S -0.707 -0.396 -2.335 0.0964
C -0.826 -2.206 -2.559 -0.8577
C 0.185 -3.111 -1.865 -0.6755
S 0.255 -2.936 -0.039 -0.0074
H 2.311 -4.166 -0.039 0.4543
H 2.536 -2.509 -0.634 -0.4518
H 3.702 -2.937 1.538 0.4526
H 2.141 -3.319 2.292 0.4136
H 4.708 -0.579 1.620 0.4578
H 3.711 0.882 1.742 0.3901
H 3.891 -0.944 -0.712 0.3333
H 4.666 0.630 -0.521 0.4592
H 2.271 -1.169 -2.167 -0.2918
H 2.975 0.169 -3.089 0.4811
H 0.867 -0.423 -4.140 0.5901
H 0.678 1.161 -3.347 0.4347
H -0.811 -2.418 -3.629 0.5094
H -1.829 -2.400 -2.178 0.3375
H 1.191 -2.945 -2.247 0.3670
H -0.091 -4.146 -2.071 0.4997
O -3.691 0.870 3.855 -0.4879
C -2.603 1.013 3.116 0.0039
O -1.639 0.289 3.191 -0.5480
C -2.678 2.181 2.188 0.5251
C -3.604 3.192 2.379 -0.4868
C -3.598 4.265 1.500 -0.3556
C -2.690 4.278 0.462 -0.5586
C -1.829 3.197 0.304 0.4691
N -1.826 2.171 1.150 -0.0089
C -0.856 3.155 -0.884 -0.0598
O -0.732 4.189 -1.526 -0.7278
O -0.278 2.039 -1.070 -0.2977
H -3.747 -0.065 4.116 0.3779
H -4.297 3.134 3.206 0.5010
H -4.299 5.079 1.629 0.4279
H -2.620 5.096 -0.240 0.5045
O -3.954 -1.942 1.862 -0.5479
S -3.799 -1.516 0.459 0.1578
N -2.568 -0.840 0.005 -0.3331
```

Properties
- E_LUMO: 0.0024 Eh
- Spin multiplicity: 1
- Total charge: 0
- Frontier orbital gap: 8.09 eV
- HOMO: -0.295 hartree

=====

For reference, M by record: 530.65 281.78 519.41 446.54 276.34 675.87 g/mol.
For reference, relative energy (zero: lowest compared OMol25 entry of this formula, charge and spin) by record: 0.000 0.080 0.216 2.443 0.870 0.526 eV.